# C23H29Cl4F6NO20

A cluster of 9 separate species, C23H29Cl4F6NO20 in total (ωB97M-V/def2-TZVPD, the OMol25 dataset).

The orbital gap is 9.97 eV. The energy above the lowest of the compared OMol25 structures with the same formula, charge and spin comes out at 103.1 kcal per mole. The highest occupied orbital energy is -10.65 eV.

Cartesian coordinates (Å):
C -0.48 -0.11 -1.75
N 0.81 -0.20 -1.02
O 0.82 0.18 0.18
O 1.77 -0.50 -1.74
H -0.98 -1.05 -1.56
H -0.22 0.03 -2.80
H -1.00 0.81 -1.47
C -4.39 -1.06 3.45
C -4.44 -1.36 1.92
O -4.58 -2.73 1.87
C -4.17 -3.23 3.02
O -3.91 -4.39 3.14
O -3.90 -2.29 3.89
F -3.34 -0.96 1.40
H -5.45 -0.99 3.70
H -3.80 -0.15 3.61
H -5.23 -0.76 1.46
C 0.34 -4.44 5.07
C 1.15 -3.45 4.25
O 2.45 -3.92 4.41
C 2.56 -4.92 5.38
O 3.67 -5.31 5.81
O 1.29 -5.20 5.81
F 0.99 -2.28 4.90
H -0.17 -5.04 4.31
H -0.45 -3.99 5.67
H 0.94 -3.30 3.19
C -2.88 2.90 -6.86
C -2.52 1.52 -6.28
O -1.13 1.64 -6.06
C -0.63 2.59 -6.80
O 0.53 2.91 -6.78
O -1.61 3.15 -7.48
F -2.67 0.48 -7.15
H -3.09 3.53 -5.99
H -3.66 2.86 -7.61
H -3.06 1.35 -5.35
C 5.25 0.39 2.17
C 5.31 1.52 3.12
O 6.63 1.99 3.07
C 7.37 1.19 2.34
O 8.56 1.39 2.08
O 6.59 0.21 1.74
F 4.92 1.08 4.29
H 4.55 0.51 1.35
H 4.94 -0.53 2.68
H 4.69 2.36 2.78
C -4.32 4.95 1.82
C -3.93 4.74 0.35
O -5.01 5.25 -0.36
C -5.78 6.06 0.47
O -6.74 6.73 0.08
O -5.40 5.87 1.72
F -3.83 3.40 0.13
H -3.51 5.39 2.40
H -4.62 3.97 2.17
H -2.98 5.23 0.13
C -0.78 3.73 5.38
C 0.07 2.76 4.58
O 1.21 3.61 4.31
C 0.96 4.83 4.53
O 1.74 5.77 4.35
O -0.27 4.95 4.91
F -0.52 2.66 3.39
H -0.72 3.68 6.47
H -1.84 3.57 5.15
H 0.13 1.81 5.11
Cl -0.41 -7.36 -4.79
C 1.01 -6.59 -4.12
C 0.86 -6.33 -2.66
Cl -0.40 -5.18 -2.17
H 1.21 -5.70 -4.71
H 1.88 -7.23 -4.25
H 1.80 -5.99 -2.22
H 0.48 -7.20 -2.12
Cl 3.83 -2.47 -8.62
C 4.20 -1.04 -7.62
C 3.63 -1.13 -6.16
Cl 4.22 -2.62 -5.41
H 3.81 -0.18 -8.16
H 5.28 -0.94 -7.72
H 2.54 -1.22 -6.15
H 3.80 -0.25 -5.53